Entry 1:
Molecular formula: C6H13ClNOP
Method: DFT, ωB97M-V/def2-TZVPD

Element x y z (Å)
1 C 4.090618 0.482338 0.979292
2 N 2.976926 0.544603 0.160565
3 P 2.638511 -0.428928 -0.998058
4 O 1.155804 -0.096000 -1.522344
5 C 0.129888 0.552790 -0.743561
6 C -0.986763 -0.413098 -0.417772
7 C -2.285597 0.341070 0.035273
8 C -1.444968 -1.255334 -1.586188
9 C -0.633067 -1.295591 0.783508
10 Cl 0.904188 -2.149606 0.636591
11 H 4.871591 -0.171457 0.530561
12 H 4.470131 1.517888 1.069252
13 H 3.697496 0.328597 1.991660
14 H -0.203624 1.417577 -1.326989
15 H 0.606788 0.790275 0.217477
16 H -2.114897 1.395189 0.053290
17 H -2.552052 0.237896 1.088215
18 H -3.046177 0.262297 -0.709897
19 H -1.310457 -0.578933 -2.400257
20 H -2.567711 -1.519898 -1.573560
21 H -0.782577 -2.059999 -1.763995
22 H -0.605623 -0.620191 1.617997
23 H -1.293811 -2.164728 0.874535

Atoms 1-6, force components in eV/Å:
1.2561 1.2429 0.4988
-2.5884 -0.3867 -1.9792
0.5973 0.5140 0.1489
-0.3528 0.1222 -0.2463
0.7845 -0.3930 0.3972
-2.1538 -0.8846 0.9271

LUMO = 0.8 eV
Total charge = 0
SMILES string = C/N=P/OCC(C)(C)CCl
Frontier orbital gap = 0.350 hartree
Energy = -31780.619 eV
Energy above the lowest of the compared OMol25 structures with the same formula, charge and spin = 110.9 kJ/mol



Entry 2:
Molecular formula: C6H13ClSi
Method: DFT, ωB97M-V/def2-TZVPD

Element x y z (Å)
1 C -3.056496 1.459604 -0.095984
2 C -1.750963 1.074859 0.330194
3 C -1.158244 -0.097158 0.164392
4 Cl -2.358494 -1.400859 -0.494144
5 Si 0.619944 -0.615828 0.104896
6 C 1.113962 -0.384814 1.899267
7 C 1.677357 0.478066 -1.058212
8 C 0.736153 -2.539948 -0.245053
9 H -3.786613 0.706546 0.128577
10 H -3.357302 2.398769 0.357557
11 H -3.011393 1.640821 -1.274129
12 H -1.214440 1.900287 0.735977
13 H 2.149412 -0.433890 2.106905
14 H 0.602461 0.460646 2.410436
15 H 0.635531 -1.142019 2.404111
16 H 1.347413 1.438144 -1.387060
17 H 2.507820 0.759506 -0.352364
18 H 1.937289 0.037925 -2.010074
19 H 1.664184 -3.010318 0.135863
20 H -0.156883 -3.102277 0.176294
21 H 0.728480 -2.868145 -1.315865

Atoms 1-6, force components in eV/Å:
-1.6824 1.1517 -2.6062
1.6733 -0.5161 0.2513
-1.8569 -1.1029 -1.0767
1.0615 0.8261 0.3162
0.4909 -0.9364 0.0510
-0.6847 2.0321 -0.8315

LUMO = 0.8 eV
Total charge = 0
SMILES string = C/C=C(\Cl)[Si](C)(C)C
Frontier orbital gap = 0.367 hartree
Energy = -26832.318 eV
Energy above the lowest of the compared OMol25 structures with the same formula, charge and spin = 142.4 kJ/mol



Entry 3:
Molecular formula: C6H13F3N2O6P
Method: DFT, ωB97M-V/def2-TZVPD

Element x y z (Å)
1 N 2.210573 3.450054 0.945371
2 P 0.853027 2.738055 0.691738
3 N 0.447108 1.484331 1.739827
4 C -0.929996 1.151512 1.834895
5 O -1.505544 0.959164 2.855651
6 O -1.551162 0.953265 0.607330
7 C -2.486366 1.855689 0.092174
8 O -3.495400 2.174548 1.031767
9 O -3.514036 3.598723 1.209485
10 H 2.718713 3.071586 1.734020
11 H 0.753947 2.228784 -0.616041
12 H -0.264897 3.596888 0.763408
13 H 0.927621 0.612105 1.354214
14 H -2.932911 1.337904 -0.756573
15 H -2.023980 2.787167 -0.237544
16 H -4.339602 3.821949 0.762102
17 C 1.582678 -3.145084 -2.466853
18 C 1.012758 -1.747368 -2.252110
19 O 0.028719 -1.631082 -1.248524
20 C 0.496855 -1.496426 0.130190
21 O 1.501124 -0.672696 0.304021
22 C 0.806573 -2.889658 0.753173
23 F -0.025480 -3.879301 0.339281
24 F 0.642308 -2.812829 2.096897
25 F 2.058550 -3.342551 0.559273
26 H 0.783775 -3.888806 -2.448887
27 H 2.081308 -3.187340 -3.439353
28 H 2.314945 -3.411216 -1.709136
29 H 0.502273 -1.447715 -3.173955
30 H 1.814621 -1.023021 -2.075200
31 H -0.468107 -1.246619 0.619365

Atoms 1-6, force components in eV/Å:
-0.0905 -0.0944 0.0068
0.7256 -0.0420 0.0422
-0.5828 -0.3218 -0.4016
0.1695 0.2587 0.1470
-0.0914 0.0233 0.0829
0.0673 0.0893 -0.0915

LUMO = 2.6 eV
Total charge = -1
Frontier orbital gap = 0.276 hartree
Energy = -39137.052 eV



Entry 4:
Molecular formula: C6H13F5IN3O2P
Method: DFT, ωB97M-V/def2-TZVPD

Element x y z (Å)
1 C 4.694842 -0.734483 -0.138270
2 C 3.281954 -0.332017 0.249616
3 C 2.359202 -0.470080 -0.946369
4 I 2.525431 1.155677 -2.326473
5 N 0.890793 -0.756326 -0.617693
6 P 0.735718 -2.583909 -0.160699
7 N -0.697218 -2.973441 0.233082
8 C 0.300259 0.093549 0.441192
9 F 0.869663 1.296278 0.413894
10 F 0.585943 -0.463994 1.621225
11 C -1.271888 0.264062 0.281313
12 F -1.874858 -0.225990 1.366415
13 F -1.545675 1.564199 0.170208
14 F -1.698498 -0.379573 -0.799969
15 H 5.052596 -0.111760 -0.940565
16 H 4.727459 -1.774884 -0.421949
17 H 5.338465 -0.567187 0.706997
18 H 3.306495 0.706775 0.542642
19 H 2.962777 -0.906585 1.105512
20 H 2.678726 -1.322206 -1.527170
21 H 0.378702 -0.672734 -1.498899
22 H 1.115909 -3.122657 -1.393659
23 H 1.723206 -2.772910 0.810275
24 H -0.740189 -3.308453 1.186396
25 C -4.818174 2.116847 0.528454
26 N -5.463540 3.275551 -0.146898
27 O -5.921700 3.096686 -1.250337
28 O -5.473711 4.317482 0.461745
29 H -4.879666 1.259353 -0.131099
30 H -3.790388 2.394357 0.725315
31 H -5.352636 1.938376 1.455769

Atoms 1-6, force components in eV/Å:
-0.4224 0.1288 0.1820
0.2820 0.5490 -0.2565
0.0579 0.1601 -0.0705
-0.0812 -0.1103 -0.0032
1.0918 -0.4450 -0.0617
-1.4862 -1.3027 0.4745

LUMO = -4.0 eV
Total charge = +1
Frontier orbital gap = 0.330 hartree
Energy = -45963.774 eV